[1]
The following is a quantum chemistry calculation of a structure of composition C5H10O, from the OMol25 dataset.

## Properties
F_max: 0.008 Eh/bohr
LUMO: 1.10 eV
DFT total energy: -271.71187 hartree
Energy above the lowest of the compared OMol25 structures with the same formula, charge and spin: 25.57 kcal per mole

Geometry (Å):
C: 0.97638 -1.25343 0.64485
C: 0.84505 0.21418 0.29360
C: 0.85882 0.68289 -1.16725
O: -0.17728 1.64166 -0.90549
C: -0.51257 0.95704 0.32436
C: -1.77462 0.13843 0.13335
H: 0.83876 -1.42121 1.71996
H: 1.97578 -1.62475 0.38848
H: 0.24761 -1.87025 0.11030
H: 1.57206 0.80631 0.86719
H: 0.52189 -0.09134 -1.87739
H: 1.77396 1.14580 -1.55173
H: -0.63707 1.66458 1.15468
H: -2.61292 0.81472 -0.06833
H: -2.00979 -0.46014 1.02218
H: -1.67300 -0.53507 -0.72638

Force components x, y, z for each atom (eV/Å):
C -0.0303 -0.0926 0.0104
C 0.1012 0.2087 0.0825
C 0.3109 -0.2027 -0.2177
O 0.0015 0.0392 -0.0101
C -0.2062 -0.0110 0.2586
C -0.0133 -0.1065 -0.0028
H -0.0152 0.0535 -0.1743
H -0.1480 0.0790 0.0118
H 0.0526 0.0764 0.0404
H -0.1532 -0.1633 -0.1353
H 0.0641 0.1499 0.1381
H -0.1379 -0.0368 0.0606
H 0.0165 -0.0691 -0.1663
H 0.1327 -0.1302 0.0625
H 0.0486 0.1139 -0.1278
H -0.0241 0.0916 0.1693

Here are the natural (NBO) charges for atoms 1 to 2, given in e:
1. C -0.62
2. C -0.26


[2]
The following is a quantum chemistry calculation of a cluster of 2 separate species, C5H10O in total, from the OMol25 dataset.

## Properties
F_max: 0.009 Eh/bohr
LUMO: 1.04 eV
DFT total energy: -271.65446 hartree
Energy above the lowest of the compared OMol25 structures with the same formula, charge and spin: 61.59 kcal per mole
SMILES: C=C1CC1.CO

Geometry (Å):
C: -0.16356 -0.58006 1.84691
C: 0.25528 -0.91822 0.63902
C: -0.07044 -1.41519 -0.70133
C: 1.37922 -1.26152 -0.23531
H: -1.22349 -0.52345 2.08424
H: 0.54741 -0.35938 2.64019
H: -0.51025 -2.40773 -0.76020
H: -0.40390 -0.72695 -1.47615
H: 1.94474 -0.45604 -0.69899
H: 1.95517 -2.14844 0.01652
C: -0.82038 1.90039 -0.83272
O: 0.37940 1.74038 -0.11246
H: -1.13572 2.95151 -0.83641
H: -0.64902 1.59152 -1.87140
H: -1.64567 1.29019 -0.43298
H: 0.16121 1.32299 0.73107

Force components x, y, z for each atom (eV/Å):
C 0.0460 -0.1311 -0.0867
C -0.0626 -0.1444 0.1967
C -0.1964 -0.0653 -0.0643
C 0.2033 -0.0336 0.0837
H 0.1373 -0.0246 -0.0375
H -0.1096 -0.0268 -0.0979
H 0.1363 0.0902 -0.0491
H 0.0336 -0.0882 0.2548
H -0.1329 -0.1086 0.1734
H -0.0961 0.0764 -0.1055
C -0.3309 0.1336 -0.3032
O 0.0254 0.1752 0.1381
H -0.0199 -0.1368 -0.0005
H -0.0574 0.0914 0.1159
H 0.2415 0.1201 -0.0405
H 0.1823 0.0725 -0.1775

Here are the natural (NBO) charges for atoms 1 to 2, given in e:
1. C -0.46
2. C 0.04


[3]
The following is a quantum chemistry calculation of a cluster of 2 separate species, C5H10O in total in a non-equilibrium geometry, from the OMol25 dataset.

## Properties
F_max: 0.066 Eh/bohr
LUMO: 0.81 eV
DFT total energy: -271.66864 hartree
Energy above the lowest of the compared OMol25 structures with the same formula, charge and spin: 52.70 kcal per mole
SMILES: C=CCC.C=O

Geometry (Å):
C: 1.35947 0.60825 -0.67586
C: 0.11879 0.66921 -0.16278
C: -0.42019 -0.32408 0.82707
C: -0.42279 0.19707 2.26042
H: 1.74773 1.37963 -1.34330
H: 2.06522 -0.18423 -0.40288
H: -0.47764 1.57455 -0.32147
H: -1.45160 -0.59165 0.54461
H: 0.16701 -1.25325 0.80253
H: -1.01539 1.12213 2.31383
H: 0.60383 0.42955 2.58321
H: -0.83751 -0.53838 2.96654
C: -0.31004 -0.66349 -2.24487
O: -0.01029 -1.79776 -1.89100
H: 0.36610 -0.08216 -2.92171
H: -1.38537 -0.34481 -2.40686

Force components x, y, z for each atom (eV/Å):
C -0.2272 0.4754 0.5613
C 1.0471 0.5002 0.6344
C -0.1902 -0.5585 -0.0429
C 0.0960 0.4005 0.1984
H -0.1675 -0.1304 0.2291
H -0.4730 0.0596 -0.2906
H 0.0276 -0.3526 -0.2335
H 0.2751 0.0021 0.0369
H -0.1298 0.2453 -0.2557
H 0.1468 -0.2210 0.1936
H -0.3183 -0.0171 -0.0767
H 0.0500 0.2401 -0.3056
C -0.0835 -2.2477 -2.5707
O -0.6231 1.5952 0.0280
H -0.0325 -0.0231 0.7979
H 0.6025 0.0317 1.0962

Here are the natural (NBO) charges for atoms 1 to 2, given in e:
1. C -0.36
2. C -0.19


[4]
The following is a quantum chemistry calculation of an isolated molecule of C5H10O, from the OMol25 dataset.

## Properties
F_max: 0.005 Eh/bohr
LUMO: 1.24 eV
DFT total energy: -271.70036 hartree
Energy above the lowest of the compared OMol25 structures with the same formula, charge and spin: 32.79 kcal per mole
SMILES: CCOC1CC1

Geometry (Å):
C: -0.02681 -2.55683 0.49800
C: -0.58113 -1.14610 0.46343
O: 0.24945 -0.36670 -0.37400
C: -0.22537 0.92781 -0.55388
C: 0.27262 2.03984 0.32705
C: 0.74227 1.91366 -1.10372
H: -0.65599 -3.20262 1.11912
H: 0.98858 -2.56114 0.90560
H: 0.00878 -2.97255 -0.51365
H: -1.60948 -1.15004 0.06522
H: -0.62397 -0.71226 1.47514
H: -1.26373 0.97843 -0.89015
H: -0.40765 2.84863 0.58096
H: 0.98759 1.78008 1.10236
H: 0.39148 2.62957 -1.84120
H: 1.75336 1.55022 -1.26027

Force components x, y, z for each atom (eV/Å):
C 0.0222 -0.0095 -0.0009
C -0.1620 -0.1659 0.1490
O 0.0635 0.0246 -0.0378
C -0.1419 0.1626 -0.1038
C -0.0182 0.0598 0.1968
C 0.0623 0.0232 -0.1788
H 0.0853 0.1033 -0.0776
H -0.1371 0.0057 -0.0430
H -0.0114 0.0517 0.1411
H 0.1404 0.0182 0.0504
H 0.0436 -0.0265 -0.1410
H 0.1704 -0.0080 0.0319
H 0.1033 -0.1615 -0.0404
H -0.1187 -0.0131 -0.1279
H 0.0539 -0.1106 0.1415
H -0.1557 0.0462 0.0405

Here are the natural (NBO) charges for atoms 1 to 2, given in e:
1. C -0.62
2. C -0.06


[5]
The following is a quantum chemistry calculation of an isolated molecule of C5H10O in a non-equilibrium geometry, from the OMol25 dataset.

## Properties
F_max: 0.027 Eh/bohr
LUMO: 0.97 eV
DFT total energy: -271.62862 hartree
Energy above the lowest of the compared OMol25 structures with the same formula, charge and spin: 77.81 kcal per mole

Geometry (Å):
O: 1.68833 0.49110 0.54501
C: 0.88879 -0.69677 0.34545
C: 0.56758 -0.66886 -1.10932
C: -0.34743 1.19352 -0.56777
C: -1.30531 0.39778 0.27034
C: -0.43402 -0.58403 1.10209
H: 1.80735 0.82693 -0.36048
H: 1.54008 -1.49735 0.69894
H: 1.47770 -0.89806 -1.70123
H: -0.24207 -1.27617 -1.55674
H: -0.60945 1.60029 -1.52507
H: 0.05309 2.02478 0.05609
H: -1.94394 0.99904 0.92928
H: -1.94291 -0.13787 -0.42926
H: -0.22790 -0.20955 2.10622
H: -0.93606 -1.55572 1.21129

Force components x, y, z for each atom (eV/Å):
O 0.6782 -0.5999 0.3523
C -0.0061 0.0186 0.2473
C -0.1657 1.3005 0.0902
C 0.0623 -0.6512 -0.8146
C -0.0919 -0.2000 -0.1927
C 0.0531 0.0376 0.1757
H 0.1297 0.0810 0.6771
H -0.3367 -0.4600 -0.1098
H -0.3953 1.0055 0.0048
H 0.1012 0.5216 0.7027
H -0.7709 -0.1139 -0.3464
H 0.6847 -0.9757 -0.7531
H 0.1759 0.0450 -0.1959
H -0.2605 -0.2689 0.2482
H -0.1079 0.0997 -0.0271
H 0.2499 0.1602 -0.0584

Here are the natural (NBO) charges for atoms 1 to 2, given in e:
1. O -0.73
2. C 0.03


[6]
The following is a quantum chemistry calculation of an isolated molecule of C5H10O, from the OMol25 dataset.

## Properties
F_max: 0.006 Eh/bohr
LUMO: 0.89 eV
DFT total energy: -271.71237 hartree
Energy above the lowest of the compared OMol25 structures with the same formula, charge and spin: 25.26 kcal per mole
SMILES: C[C@@H]1[C@H](C)[C@@H]1O

Geometry (Å):
C: 1.67215 -0.37557 0.23765
C: 0.35656 -0.15622 0.94919
C: -0.96660 -0.36709 0.24025
C: -1.03559 -0.80381 -1.20661
C: -0.53545 1.01716 0.61180
O: -0.21017 1.86663 -0.45151
H: 2.50068 0.07026 0.80025
H: 1.88501 -1.44558 0.12887
H: 1.66907 0.07565 -0.75815
H: 0.36493 -0.44700 1.99963
H: -1.76154 -0.78127 0.85883
H: -0.34290 -0.24424 -1.83956
H: -2.04295 -0.64064 -1.60478
H: -0.80425 -1.87147 -1.29996
H: -1.06050 1.50599 1.43387
H: 0.31153 2.59720 -0.09975

Force components x, y, z for each atom (eV/Å):
C 0.0148 0.0300 -0.0552
C 0.0911 -0.0517 0.0752
C -0.1344 -0.1078 0.0129
C 0.0221 0.0209 -0.0501
C -0.1710 -0.1420 0.2404
O 0.1195 0.1623 0.0266
H -0.1337 -0.0496 -0.0667
H -0.0351 0.1600 -0.0022
H -0.0030 -0.0740 0.1351
H -0.0092 0.1025 -0.1697
H 0.1398 0.0740 -0.0802
H -0.0832 -0.0755 0.1197
H 0.1413 -0.0273 0.0567
H -0.0375 0.1582 0.0062
H 0.0776 -0.0721 -0.1591
H 0.0006 -0.1079 -0.0897

Here are the natural (NBO) charges for atoms 1 to 2, given in e:
1. C -0.62
2. C -0.25


[7]
The following is a quantum chemistry calculation of an isolated molecule of C5H10O in a non-equilibrium geometry, from the OMol25 dataset.

## Properties
F_max: 0.021 Eh/bohr
LUMO: 1.02 eV
DFT total energy: -271.61375 hartree
Energy above the lowest of the compared OMol25 structures with the same formula, charge and spin: 87.14 kcal per mole
SMILES: CCC1(O)CC1

Geometry (Å):
C: -0.65098 -1.13939 1.36447
C: 0.47360 -1.09097 0.34663
C: 0.31448 -0.00258 -0.68578
O: 1.20012 -0.36131 -1.75019
C: -0.39531 1.25476 -1.07282
C: 0.06891 1.44200 0.29672
H: -1.53663 -0.67043 0.92607
H: -0.39834 -0.60153 2.28064
H: -0.89405 -2.17310 1.60667
H: 1.43221 -0.81187 0.81508
H: 0.67541 -2.06051 -0.12213
H: 0.63311 -0.32285 -2.54315
H: 0.36119 1.68068 -1.72914
H: -1.40885 1.40474 -1.42168
H: -0.75983 1.41144 1.02064
H: 0.88496 2.04093 0.66796

Force components x, y, z for each atom (eV/Å):
C -0.1977 -0.0894 0.1575
C -0.2348 -0.0569 0.0162
C 0.0615 0.3151 0.3501
O 0.5265 0.5673 0.2388
C -0.2622 0.0747 -0.3659
C 0.3641 -0.1249 -0.0395
H -0.0696 -0.2108 0.2334
H -0.1255 -0.1259 -0.0635
H -0.0429 0.0555 0.1461
H -0.2826 -0.3866 0.0441
H -0.4354 0.1310 -0.1325
H 0.5681 0.1178 0.4987
H -0.5409 0.1733 -0.4868
H -0.2887 -0.0511 0.1717
H 0.7469 -0.8045 -0.0677
H 0.2131 0.4154 -0.7008

Here are the natural (NBO) charges for atoms 1 to 2, given in e:
1. C -0.61
2. C -0.42


[8]
The following is a quantum chemistry calculation of an isolated molecule of C5H10O in a non-equilibrium geometry, from the OMol25 dataset.

## Properties
F_max: 0.102 Eh/bohr
LUMO: 1.07 eV
DFT total energy: -271.65311 hartree
Energy above the lowest of the compared OMol25 structures with the same formula, charge and spin: 62.44 kcal per mole
SMILES: C[C@@H]1CCOC1

Geometry (Å):
C: -2.08524 0.06796 -0.17963
C: -0.69657 0.04961 0.42096
C: 0.13904 1.20093 -0.23725
C: 1.48385 0.67228 0.19761
O: 1.49344 -0.83520 -0.36791
C: 0.02428 -1.19936 0.14003
H: -2.20605 -0.53060 -1.26224
H: -2.79960 -0.58391 0.53056
H: -2.62721 1.05460 -0.09294
H: -0.73047 0.34830 1.45636
H: 0.06796 1.26694 -1.32800
H: -0.19172 2.18151 0.20923
H: 1.60600 0.58243 1.41369
H: 2.31748 1.22832 -0.26900
H: -0.50456 -1.69762 -0.79981
H: -0.07153 -1.91687 1.03507

Force components x, y, z for each atom (eV/Å):
C -3.5312 -2.7325 0.2912
C -0.9370 2.6959 -2.0499
C -0.1733 -0.4727 1.5016
C 1.4511 -1.8022 0.6849
O -3.3036 2.7070 3.0766
C 1.1396 -2.4947 -2.2232
H 0.5254 2.1470 2.7247
H 1.4104 1.0209 -1.5118
H 0.9181 -0.8254 -0.7156
H -0.1448 -0.3325 0.5408
H -0.0254 -0.2349 0.2014
H 0.6273 -0.8908 -0.3826
H -0.2437 0.3797 -3.1150
H -0.0843 -0.7255 0.4156
H 1.4112 0.7127 1.9878
H 0.9602 0.8481 -1.4266

Here are the natural (NBO) charges for atoms 1 to 2, given in e:
1. C -0.61
2. C -0.30


[9]
The following is a quantum chemistry calculation of a cluster of 2 separate species, C5H10O in total in a non-equilibrium geometry, from the OMol25 dataset.

## Properties
F_max: 0.064 Eh/bohr
LUMO: 0.87 eV
DFT total energy: -271.67607 hartree
Energy above the lowest of the compared OMol25 structures with the same formula, charge and spin: 48.03 kcal per mole
SMILES: C=CC.CC=O

Geometry (Å):
C: 0.88725 1.66126 0.68408
C: 0.02920 1.25155 1.61935
C: -1.47458 1.66422 1.58372
H: 1.78918 1.09936 0.47881
H: 0.60516 2.51748 0.06806
H: 0.26739 0.45207 2.31016
H: -1.43905 2.54241 0.94621
H: -1.76795 1.82076 2.64137
H: -2.02891 0.77184 1.27676
C: -0.70583 -2.06430 -1.77660
C: 0.36664 -1.53524 -0.81496
O: 1.29045 -0.87940 -1.20819
H: -1.03178 -1.22417 -2.41136
H: -0.21137 -2.81835 -2.38346
H: -1.62314 -2.40343 -1.28500
H: 0.01571 -1.35791 0.23841

Force components x, y, z for each atom (eV/Å):
C -0.5488 -0.1808 0.5431
C -1.2025 -0.1709 -0.8693
C 2.4929 -0.5950 1.7166
H 0.2943 0.5036 0.1918
H 0.1891 -0.4098 -0.2070
H 0.2175 -0.1640 -0.0635
H -1.1172 -0.0095 -0.0107
H -0.2240 0.5485 -0.7016
H -0.1287 0.5082 -0.5504
C 0.4374 0.1303 0.2503
C -2.3487 2.3185 0.0267
O 0.8841 -0.7600 -0.1522
H 0.4881 -0.2342 0.0955
H -0.4387 -0.2177 -0.2773
H 0.4634 -0.3770 0.0950
H 0.5419 -0.8903 -0.0868

Here are the natural (NBO) charges for atoms 1 to 2, given in e:
1. C -0.41
2. C -0.17


[10]
The following is a quantum chemistry calculation of an isolated molecule of C5H10O, from the OMol25 dataset.

## Properties
F_max: 0.012 Eh/bohr
LUMO (spin up / spin down): -0.09 / 0.28 eV
DFT total energy: -271.54428 hartree
Energy above the lowest of the compared OMol25 structures with the same formula, charge and spin: 130.73 kcal per mole

Geometry (Å):
C: -1.43832 -0.68434 -1.28114
C: -0.63430 0.32912 -0.51335
C: -0.08891 -0.10405 0.82436
C: 0.81032 1.06091 1.26317
O: 1.71606 0.98564 0.13489
C: 1.08017 -0.86601 0.25077
H: -2.42284 -0.89690 -0.82905
H: -0.92664 -1.65962 -1.33501
H: -1.61947 -0.35814 -2.31177
H: -1.09202 1.32581 -0.48892
H: 1.00178 0.96341 -0.63137
H: -0.69726 -0.57279 1.61646
H: 1.39182 0.85452 2.16535
H: 0.33439 2.04565 1.33440
H: 1.97120 -1.09276 0.83486
H: 0.96441 -1.44582 -0.65924

Force components x, y, z for each atom (eV/Å):
C 0.0447 -0.0751 -0.1286
C -0.6043 -0.0514 0.1961
C 0.2106 -0.0089 -0.0611
C -0.0136 0.0826 0.1440
O -0.1214 0.4188 -0.2574
C -0.0133 -0.6188 0.0659
H 0.1685 0.0590 -0.0072
H -0.0717 0.1589 0.0131
H 0.0072 -0.0441 0.1629
H 0.1285 -0.0692 -0.0735
H 0.3874 0.0207 0.1898
H 0.0569 0.0814 -0.2108
H -0.1189 0.0016 -0.0893
H 0.0695 -0.1598 -0.0256
H -0.1131 0.0656 -0.0512
H -0.0169 0.1387 0.1328

Here are the natural (NBO) charges for atoms 1 to 2, given in e:
1. C -0.63
2. C -0.45